Record 1
The following is a DFT calculation (the ωB97M-V functional and the def2-TZVPD basis) of a structure of composition C20H23AsCl3IrN2O3S5.

Geometry as XYZ:
```
58
Properties=species:S:1:pos:R:3
Ir -0.972 -0.928 2.138
C -1.458 -4.246 2.619
O -1.859 -2.967 3.134
C -3.260 -2.871 3.410
C -3.956 -2.234 2.224
O -3.413 -0.928 2.002
C -4.062 0.096 2.769
H -1.880 -5.031 3.245
H -0.374 -4.280 2.666
H -1.786 -4.372 1.585
H -3.356 -2.255 4.306
H -3.668 -3.859 3.630
H -5.038 -2.167 2.364
H -3.759 -2.801 1.312
H -5.129 0.104 2.538
H -3.615 1.043 2.475
H -3.910 -0.055 3.839
S 2.786 -1.796 5.133
As 1.837 -0.724 3.576
S -0.188 0.075 4.042
S 1.063 -1.933 1.866
S 3.292 0.634 3.035
Cl -2.293 0.517 -6.449
C -1.130 1.014 -5.268
C -0.642 0.094 -4.354
C 0.287 0.504 -3.414
C 0.740 1.819 -3.367
C 1.701 2.271 -2.293
C 0.956 3.058 -1.196
N -0.059 2.221 -0.575
C -1.408 2.225 -0.830
C -1.944 1.224 -0.085
N -0.931 0.608 0.618
C 0.188 1.234 0.289
O 2.306 1.127 -1.736
C 3.489 1.384 -0.997
C 3.975 0.092 -0.424
C 5.006 0.002 0.468
Cl 5.894 1.330 1.093
S 5.302 -1.596 1.003
C 4.026 -2.181 0.026
C 3.415 -1.189 -0.680
C 0.231 2.712 -4.304
Cl 0.774 4.367 -4.320
C -0.697 2.329 -5.259
H -0.982 -0.930 -4.387
H 0.683 -0.207 -2.705
H 2.457 2.939 -2.723
H 0.474 3.945 -1.598
H 1.649 3.377 -0.417
H -1.850 2.921 -1.517
H -2.963 0.893 -0.016
H 1.170 1.003 0.671
H 3.286 2.087 -0.176
H 4.248 1.848 -1.641
H 3.807 -3.235 0.007
H 2.603 -1.353 -1.369
H -1.065 3.041 -5.982
```

Highest occupied orbital energy (alpha / beta) ... -0.388 / -0.395 hartree
Spin multiplicity ... 6
⟨S²⟩ ... 8.78
Kohn-Sham gap (alpha / beta) ... 7.746 / 5.357 eV
Total charge ... +1

---

Record 2
The following is a DFT calculation (the ωB97M-V functional and the def2-TZVPD basis) of a structure of composition C35H37N13O4ReSe.

Geometry as XYZ:
```
91
Properties=species:S:1:pos:R:3
Re -0.264 0.889 0.657
C -0.496 -2.900 4.721
N -0.932 -1.860 3.774
C -0.193 -1.051 3.036
N -0.996 -0.276 2.300
C -2.254 -0.688 2.649
N -2.244 -1.647 3.529
C 0.731 -3.632 4.228
C 1.735 -3.989 5.119
C 2.856 -4.679 4.673
C 3.004 -4.988 3.331
C 2.005 -4.622 2.434
C 0.865 -3.967 2.888
C 2.162 -4.855 1.000
N 3.207 -5.187 0.328
N 2.841 -5.146 -1.013
C 1.606 -4.793 -1.041
O 1.098 -4.595 0.203
C 0.739 -4.453 -2.165
C 1.214 -4.385 -3.473
C 0.377 -3.918 -4.475
C -0.912 -3.478 -4.178
C -1.389 -3.564 -2.877
C -2.734 -3.021 -2.467
N -2.560 -1.754 -1.725
C -1.807 -1.513 -0.666
N -1.842 -0.208 -0.390
C -2.673 0.306 -1.353
N -3.113 -0.605 -2.176
C -0.572 -4.094 -1.891
H -1.360 -3.553 4.834
H -0.302 -2.430 5.684
H 0.884 -1.062 3.021
H -3.155 -0.265 2.237
H 1.643 -3.737 6.169
H 3.626 -4.964 5.377
H 3.885 -5.501 2.970
H 0.087 -3.711 2.179
H 2.230 -4.689 -3.689
H 0.734 -3.877 -5.495
H -1.542 -3.080 -4.964
H -3.269 -3.721 -1.826
H -3.366 -2.772 -3.315
H -1.233 -2.248 -0.130
H -2.915 1.357 -1.440
H -0.952 -4.230 -0.887
O -2.126 3.205 1.240
C -1.430 2.332 0.982
C 1.032 4.108 -0.001
N 0.939 4.027 1.461
C 0.379 5.219 2.103
C 1.363 2.975 2.150
N 1.242 1.708 1.600
N 1.884 3.098 3.369
C 2.606 4.295 3.811
C 1.926 1.965 4.292
H 1.519 5.051 -0.248
H 0.049 4.093 -0.472
H 1.636 3.290 -0.384
H -0.531 5.478 1.561
H 1.064 6.066 2.059
H 0.118 5.005 3.135
H 2.066 1.140 1.791
H 2.837 4.928 2.961
H 3.541 3.973 4.266
H 2.032 4.858 4.546
H 2.825 1.361 4.147
H 1.037 1.351 4.170
H 1.938 2.354 5.307
Se -2.790 4.144 -1.836
C -3.053 4.482 -3.662
C -3.674 3.542 -4.484
C -3.826 3.840 -5.828
N -3.411 4.979 -6.379
C -2.828 5.876 -5.588
C -2.625 5.681 -4.230
H -4.034 2.604 -4.084
H -4.307 3.134 -6.495
H -2.507 6.796 -6.063
H -2.148 6.442 -3.628
O 1.157 -0.723 -0.090
C 1.140 -0.143 -1.203
C 1.699 -0.532 -2.531
C 1.262 0.639 -3.429
C 0.425 1.557 -2.544
O -0.140 2.566 -2.841
N 0.442 1.012 -1.236
H 1.270 -1.493 -2.828
H 2.778 -0.672 -2.467
H 0.662 0.330 -4.283
H 2.103 1.211 -3.820
```

Energy relative to the best compared isomer or geometry (same formula, charge and spin) ... 8.4 kcal per mole
Highest occupied orbital energy (alpha / beta) ... -0.477 / -0.471 hartree
Spin multiplicity ... 2
⟨S²⟩ ... 0.76
Kohn-Sham gap (alpha / beta) ... 6.004 / 5.852 eV
Total charge ... +2

---

Record 3
The following is a DFT calculation (the ωB97M-V functional and the def2-TZVPD basis) of a cluster of 6 separate species, C12H30Cl8N2O2 in total in a non-equilibrium geometry.

Geometry as XYZ:
```
54
Properties=species:S:1:pos:R:3
C -1.390 -5.941 4.083
C -2.069 -5.612 2.749
C -1.063 -5.294 1.635
O -1.762 -4.646 0.593
C -0.923 -3.839 -0.199
N -2.913 -6.764 2.423
H -2.186 -5.968 4.820
H -0.658 -5.159 4.310
H -0.783 -6.844 4.011
H -2.738 -4.756 2.831
H -0.618 -6.197 1.192
H -0.260 -4.666 2.046
H -0.078 -4.460 -0.521
H -0.426 -3.015 0.326
H -1.464 -3.377 -1.019
H -3.564 -6.544 1.680
H -2.404 -7.603 2.183
C 1.035 4.039 -2.278
C 0.858 3.671 -3.741
C 1.674 4.548 -4.704
O 1.359 5.922 -4.687
C 0.127 6.243 -5.273
N 1.232 2.241 -3.907
H 0.243 3.505 -1.753
H 0.964 5.106 -2.069
H 1.986 3.680 -1.879
H -0.203 3.678 -4.010
H 1.609 4.126 -5.716
H 2.741 4.503 -4.468
H -0.058 5.789 -6.253
H 0.049 7.327 -5.313
H -0.701 5.899 -4.634
H 2.229 2.279 -4.115
H 0.749 1.850 -4.707
C -0.185 -1.030 3.261
Cl -1.904 -0.819 3.625
Cl 0.579 -1.907 4.634
H -0.030 -1.655 2.388
H 0.376 -0.124 3.055
C -3.013 2.817 0.381
Cl -2.372 3.182 -1.233
Cl -1.674 2.827 1.573
H -3.800 3.514 0.643
H -3.396 1.804 0.336
C 0.720 1.095 -0.346
Cl -0.322 -0.251 -0.048
Cl 1.756 1.579 1.040
H 1.319 0.964 -1.238
H 0.031 1.929 -0.413
C 4.102 0.450 3.699
Cl 5.155 -0.975 3.782
Cl 4.965 1.926 4.255
H 3.877 0.641 2.657
H 3.221 0.314 4.313
```

SMILES ... COC[C@H](C)N.COC[C@H](C)N.ClCCl.ClCCl.ClCCl.ClCCl
Energy relative to the best compared isomer or geometry (same formula, charge and spin) ... 0.0 kcal per mole
Highest occupied orbital energy ... -0.330 hartree
Kohn-Sham gap ... 9.390 eV
Total charge ... 0

---

Record 4
The following is a DFT calculation (the ωB97M-V functional and the def2-TZVPD basis) of a cluster of 5 separate species, C20H42N2O10 in total in a non-equilibrium geometry.

Geometry as XYZ:
```
74
Properties=species:S:1:pos:R:3
N -5.055 0.144 -2.170
C -4.926 -1.255 -1.687
C -4.257 -1.413 -0.246
C -4.555 -0.226 0.776
N -3.311 0.292 1.437
C -2.449 1.032 0.523
O -2.158 2.220 0.832
O -1.874 0.536 -0.650
H -4.347 0.767 -1.770
H -4.998 0.193 -3.192
H -5.908 -1.833 -1.700
H -4.241 -1.795 -2.435
H -3.136 -1.634 -0.337
H -4.702 -2.369 0.209
H -5.212 -0.653 1.615
H -5.134 0.648 0.344
H -3.642 1.001 2.116
H -1.527 1.310 -1.149
O -2.812 -1.870 -3.674
C -1.724 -2.358 -3.871
O -1.535 -3.677 -3.736
C -0.327 -4.352 -4.116
C 0.703 -4.276 -3.009
C -0.541 -1.481 -4.181
H 0.050 -3.975 -5.069
H -0.599 -5.396 -4.285
H 0.991 -3.245 -2.795
H 1.601 -4.837 -3.277
H 0.296 -4.688 -2.082
H -0.141 -1.078 -3.249
H -0.878 -0.658 -4.813
H 0.250 -1.985 -4.731
O 4.249 -4.010 -2.140
C 4.176 -2.814 -1.956
O 5.004 -1.974 -2.598
C 4.876 -0.543 -2.582
C 5.539 0.051 -1.357
C 3.218 -2.256 -0.939
H 3.831 -0.242 -2.682
H 5.388 -0.182 -3.477
H 5.069 -0.297 -0.434
H 5.487 1.142 -1.381
H 6.589 -0.250 -1.309
H 3.665 -2.333 0.053
H 2.301 -2.846 -0.968
H 2.923 -1.226 -1.128
O 4.444 3.168 -0.995
C 3.488 3.307 -0.268
O 2.349 2.643 -0.519
C 1.223 2.598 0.373
C 0.325 3.804 0.186
C 3.527 4.289 0.871
H 1.549 2.474 1.408
H 0.666 1.694 0.114
H 0.844 4.736 0.418
H -0.553 3.729 0.827
H -0.004 3.877 -0.854
H 3.320 5.289 0.489
H 4.528 4.271 1.307
H 2.837 4.056 1.679
O 1.207 2.169 4.405
C 0.142 1.747 4.787
O -0.284 2.020 6.031
C -1.599 1.720 6.519
C -1.685 0.291 7.013
C -0.680 0.839 3.913
H -2.358 1.952 5.768
H -1.776 2.400 7.355
H -1.498 -0.426 6.211
H -2.672 0.087 7.434
H -0.930 0.108 7.782
H -0.300 -0.179 4.001
H -0.585 1.170 2.877
H -1.744 0.854 4.140
```

SMILES ... NCCCNC(=O)O.CCOC(C)=O.CCOC(C)=O.CCOC(C)=O.CCOC(C)=O
Energy relative to the best compared isomer or geometry (same formula, charge and spin) ... 0.0 kcal per mole
Highest occupied orbital energy ... -0.318 hartree
Kohn-Sham gap ... 8.857 eV
Total charge ... 0

---

Record 5
The following is a DFT calculation (the ωB97M-V functional and the def2-TZVPD basis) of the molecule C6H10 in a non-equilibrium geometry.

Geometry as XYZ:
```
16
Properties=species:S:1:pos:R:3
C -1.319 -0.294 -1.747
C -0.353 0.537 -0.911
C 1.415 0.632 0.733
C 0.793 0.219 2.001
C -0.010 -0.799 1.181
C 0.604 -0.359 -0.097
H -2.102 0.339 -2.174
H -1.799 -1.062 -1.132
H -0.799 -0.788 -2.573
H 0.221 1.217 -1.550
H 1.334 1.687 0.441
H 1.386 -0.480 2.605
H 0.380 1.001 2.643
H -0.916 1.139 -0.187
H 0.102 -1.850 1.479
H 1.061 -1.141 -0.712
```

Energy relative to the best compared isomer or geometry (same formula, charge and spin) ... 104.1 kcal per mole
Highest occupied orbital energy (alpha / beta) ... -0.301 / -0.298 hartree
Kohn-Sham gap (alpha / beta) ... 8.467 / 8.316 eV
Total charge ... 0

---

Record 6
The following is a DFT calculation (the ωB97M-V functional and the def2-TZVPD basis) of the molecule C3H5NO2 in a non-equilibrium geometry.

Geometry as XYZ:
```
11
Properties=species:S:1:pos:R:3
O -0.677 1.225 1.416
C -0.481 -0.023 1.266
C -0.144 0.857 -1.218
O 0.941 0.091 -0.659
C 0.364 -0.686 0.257
N 0.557 -1.943 0.385
H -0.381 1.641 0.474
H -0.788 -0.655 2.105
H -0.826 0.152 -1.718
H 0.252 1.575 -1.935
H 1.183 -2.233 -0.373
```

Energy relative to the best compared isomer or geometry (same formula, charge and spin) ... 119.0 kcal per mole
Highest occupied orbital energy (alpha / beta) ... -0.335 / -0.273 hartree
Kohn-Sham gap (alpha / beta) ... 8.863 / 5.940 eV
Total charge ... 0

---

Record 7
The following is a DFT calculation (the ωB97M-V functional and the def2-TZVPD basis) of a structure of composition C16H12BN8O7Ta.

Geometry as XYZ:
```
45
Properties=species:S:1:pos:R:3
Ta -0.294 -0.905 0.327
C -3.263 -3.955 0.572
C -1.973 -3.597 0.850
N -1.745 -2.334 0.395
N -2.922 -1.882 -0.185
C -3.822 -2.850 -0.076
B -3.093 -0.469 -0.882
N -2.756 0.645 0.146
C -3.511 1.633 0.617
C -2.778 2.386 1.534
C -1.546 1.784 1.596
N -1.519 0.721 0.751
N -2.047 -0.376 -2.014
C -2.165 -0.213 -3.329
C -0.898 -0.246 -3.911
C -0.026 -0.446 -2.867
N -0.720 -0.522 -1.704
H -3.748 -4.888 0.803
H -1.191 -4.151 1.345
H -4.818 -2.707 -0.465
H -4.204 -0.364 -1.280
H -4.531 1.745 0.283
H -3.114 3.247 2.085
H -0.687 2.017 2.205
H -3.137 -0.090 -3.781
H -0.659 -0.145 -4.955
H 1.047 -0.547 -2.865
O 3.550 -2.024 -0.407
C 2.715 -1.564 0.280
O 1.411 -1.370 -0.261
C 2.857 -1.123 1.690
C 4.145 -1.134 2.217
C 4.342 -0.740 3.522
C 3.306 -0.324 4.333
C 2.034 -0.297 3.797
C 1.791 -0.711 2.494
O 0.516 -0.765 2.010
N 0.928 0.195 4.637
O 0.056 0.833 4.071
O 0.981 -0.049 5.812
N 5.719 -0.760 4.078
O 5.839 -0.396 5.223
O 6.592 -1.135 3.333
H 4.984 -1.452 1.611
H 3.487 -0.024 5.357
```

Energy relative to the best compared isomer or geometry (same formula, charge and spin) ... 0.0 kcal per mole
Highest occupied orbital energy ... -0.592 hartree
Kohn-Sham gap ... 7.635 eV
Total charge ... +2

---

Record 8
The following is a DFT calculation (the ωB97M-V functional and the def2-TZVPD basis) of a structure of composition C11H6F21N2O21S7Zn2 in a non-equilibrium geometry.

Geometry as XYZ:
```
70
Properties=species:S:1:pos:R:3
Zn 9.563 24.662 -1.615
Zn 10.750 21.318 -5.411
C 8.508 20.194 -1.939
F 8.757 19.250 -1.047
F 8.239 19.651 -3.120
F 7.460 20.886 -1.548
S 10.030 21.339 -2.073
O 9.513 22.667 -1.772
O 11.019 20.830 -1.149
O 10.409 21.313 -3.475
C 10.043 25.806 -6.089
F 9.293 26.727 -5.519
F 9.235 25.048 -6.855
F 10.969 26.331 -6.869
S 10.845 24.691 -4.769
O 10.136 24.964 -3.517
O 10.598 23.296 -5.163
O 12.230 25.036 -4.786
C 12.622 26.575 0.591
F 13.763 27.298 0.680
F 12.368 26.051 1.778
F 11.675 27.461 0.276
S 12.834 25.250 -0.792
O 11.418 24.925 -1.070
O 13.481 25.910 -1.900
O 13.599 24.241 -0.073
C 5.964 25.368 -4.208
F 5.742 26.440 -3.456
F 4.822 25.001 -4.806
F 6.812 25.682 -5.165
S 6.616 23.942 -3.164
O 7.131 22.952 -4.106
O 7.675 24.559 -2.340
O 5.443 23.522 -2.398
C 14.967 20.435 -3.818
F 15.688 21.056 -2.867
F 15.708 19.581 -4.485
F 14.014 19.775 -3.100
S 14.194 21.755 -4.946
O 14.823 21.537 -6.261
O 12.734 21.538 -4.919
O 14.647 23.015 -4.392
C 11.548 16.862 -5.410
F 12.452 16.515 -4.497
F 11.491 15.820 -6.259
F 10.363 17.044 -4.848
S 12.060 18.427 -6.371
O 13.489 18.579 -6.166
O 11.682 18.219 -7.756
O 11.234 19.424 -5.703
C 8.886 22.485 2.004
F 8.689 21.232 1.622
F 8.594 22.552 3.332
F 10.155 22.825 1.872
S 7.771 23.774 1.119
O 8.761 24.396 0.226
O 6.691 23.107 0.433
O 7.344 24.618 2.206
C 6.142 21.030 -5.484
C 7.589 21.030 -5.695
N 8.708 20.991 -5.909
H 5.828 20.287 -4.759
H 5.690 20.815 -6.453
H 5.973 22.066 -5.182
C 13.829 19.767 -0.105
C 14.712 18.673 -0.558
N 15.406 17.808 -0.852
H 13.348 20.372 -0.869
H 14.503 20.427 0.443
H 13.035 19.319 0.489
```

Highest occupied orbital energy ... -0.090 hartree
Kohn-Sham gap ... 7.794 eV
Total charge ... -3

---

Record 9
The following is a DFT calculation (the ωB97M-V functional and the def2-TZVPD basis) of a structure of composition C23H26AlN3O6S.

Geometry as XYZ:
```
60
Properties=species:S:1:pos:R:3
Al -1.255 0.436 -0.574
O 1.825 1.907 1.161
C 1.270 2.711 2.184
C 0.268 3.726 1.638
N -0.859 3.085 0.962
C -1.455 3.908 -0.077
C -2.405 3.088 -0.960
O -3.420 3.562 -1.405
O -2.002 1.861 -1.183
C -1.842 2.548 1.900
C -1.595 1.067 2.208
O -1.693 0.614 3.321
O -1.280 0.354 1.150
H 1.086 1.538 0.664
H 2.102 3.247 2.644
H 0.798 2.092 2.957
H 0.791 4.355 0.915
H -0.069 4.369 2.466
H -0.655 4.272 -0.726
H -2.008 4.775 0.303
H -2.840 2.603 1.456
H -1.867 3.102 2.843
S -1.942 -1.503 -1.450
C -3.501 -1.809 -0.668
C -4.315 -0.780 -0.199
C -5.546 -1.070 0.370
C -5.978 -2.384 0.478
C -5.160 -3.411 0.031
C -3.930 -3.129 -0.542
H -3.989 0.248 -0.300
H -6.170 -0.260 0.725
H -6.947 -2.601 0.907
H -5.475 -4.443 0.129
H -3.288 -3.927 -0.894
C 4.357 -2.083 -1.677
N 3.365 -1.075 -1.975
N 2.306 -0.845 -1.136
C 1.456 0.028 -1.731
O 0.403 0.440 -1.154
C 2.013 0.362 -2.976
C 3.185 -0.352 -3.095
C 4.141 -0.366 -4.235
C 2.212 -1.437 0.163
C 1.352 -2.503 0.373
C 1.302 -3.086 1.630
C 2.111 -2.609 2.650
C 2.959 -1.532 2.430
C 3.012 -0.937 1.182
H 3.871 -2.959 -1.250
H 5.103 -1.722 -0.969
H 4.850 -2.369 -2.601
H 1.591 1.039 -3.697
H 3.984 0.529 -4.832
H 3.966 -1.232 -4.876
H 5.176 -0.390 -3.898
H 0.712 -2.842 -0.429
H 0.629 -3.913 1.809
H 2.070 -3.067 3.629
H 3.573 -1.150 3.235
H 3.649 -0.081 0.995
```

Energy relative to the best compared isomer or geometry (same formula, charge and spin) ... 2.2 kcal per mole
Highest occupied orbital energy ... -0.278 hartree
Kohn-Sham gap ... 7.579 eV
Total charge ... 0

---

Record 10
The following is a DFT calculation (the ωB97M-V functional and the def2-TZVPD basis) of the molecule C5H8N2.

Geometry as XYZ:
```
15
Properties=species:S:1:pos:R:3
C 0.069 1.276 1.429
N -0.222 0.403 0.315
C -1.299 0.637 -0.496
C -1.225 -0.202 -1.575
C -0.064 -1.007 -1.396
C 0.535 -0.614 -0.219
N 1.697 -1.063 0.456
H 0.864 0.854 2.043
H 0.374 2.266 1.073
H -0.849 1.398 2.014
H -2.026 1.373 -0.176
H -1.937 -0.255 -2.387
H 0.274 -1.808 -2.042
H 1.465 -1.763 1.156
H 2.344 -1.495 -0.195
```

SMILES ... Cn1cccc1N
Energy relative to the best compared isomer or geometry (same formula, charge and spin) ... 9.2 kcal per mole
Highest occupied orbital energy ... -0.285 hartree
Kohn-Sham gap ... 8.765 eV
Total charge ... 0